Record 1
Density functional theory data (ωB97M-V/def2-TZVPD) for C38H48As3Cl3F6N4O6PS3Sc as an isolated structure at a distorted geometry.

Values from the calculation:
**E_LUMO**: 0.107 eV
**Frontier orbital gap**: 0.3026 Ha
**HOMO level**: -8.1 eV
**Molecular weight**: 1274.07 g/mol

```
! wB97M-V def2-TZVPD RIJCOSX def2/J DEFGRID3
* xyz 0 1
Sc -0.902 0.057 -0.765
F -1.623 4.233 -4.107
C -0.589 3.479 -3.746
F -0.726 2.272 -4.273
F 0.528 4.024 -4.206
S -0.488 3.405 -1.874
O -0.151 2.013 -1.566
O 0.438 4.424 -1.534
N -1.936 3.746 -1.321
S -2.873 2.477 -1.318
O -3.145 1.921 -2.607
O -2.463 1.521 -0.285
C -4.474 3.162 -0.703
F -5.286 2.138 -0.470
F -4.999 3.940 -1.638
F -4.313 3.859 0.416
N 1.619 -1.212 2.068
C 2.151 -0.296 2.971
C 3.065 -0.750 3.931
C 3.626 0.112 4.846
C 3.303 1.467 4.824
C 2.397 1.917 3.887
C 1.781 1.055 2.973
P 0.563 1.760 1.799
C -0.645 2.573 2.908
C -1.559 3.453 2.323
C -2.529 4.081 3.088
C -2.624 3.816 4.447
C -1.728 2.941 5.038
C -0.738 2.334 4.277
C 1.567 3.162 1.198
C 2.573 2.848 0.286
C 3.427 3.827 -0.187
C 3.275 5.140 0.236
C 2.275 5.462 1.138
C 1.426 4.477 1.623
H 2.192 -2.042 2.011
H 1.487 -0.842 1.137
H 3.339 -1.799 3.934
H 4.334 -0.268 5.571
H 3.757 2.156 5.521
H 2.147 2.972 3.855
H -1.496 3.674 1.266
H -3.211 4.778 2.623
H -3.390 4.295 5.043
H -1.785 2.735 6.099
H -0.033 1.674 4.764
H 2.696 1.823 -0.044
H 4.201 3.564 -0.895
H 3.934 5.911 -0.142
H 2.152 6.485 1.470
H 0.655 4.743 2.333
C -0.625 -3.616 -2.506
As -0.481 -2.911 -0.692
C 1.239 -3.752 -0.259
C -1.745 -4.165 0.136
C -2.094 -4.016 1.620
C -0.825 -4.133 2.465
C -2.839 -2.712 1.928
As -1.926 -0.963 1.859
C -3.513 0.115 2.226
C -1.179 -0.958 3.674
C -3.004 -5.201 2.019
As -4.883 -5.518 1.453
C -5.008 -4.849 -0.389
C -5.811 -4.021 2.332
H -0.434 -4.690 -2.492
H 0.102 -3.123 -3.150
H -1.628 -3.429 -2.890
H 1.199 -4.808 -0.536
H 1.458 -3.684 0.803
H 2.035 -3.269 -0.821
H -1.326 -5.164 -0.032
H -2.644 -4.078 -0.473
H -0.135 -3.303 2.292
H -0.300 -5.063 2.234
H -1.069 -4.143 3.529
H -3.221 -2.757 2.956
H -3.708 -2.623 1.276
H -4.049 -0.332 3.066
H -4.148 0.144 1.344
H -3.207 1.129 2.487
H -1.996 -0.787 4.378
H -0.430 -0.185 3.798
H -0.709 -1.916 3.878
H -3.096 -5.213 3.112
H -2.484 -6.129 1.763
H -4.415 -5.473 -1.056
H -4.709 -3.808 -0.502
H -6.054 -4.945 -0.682
H -5.490 -3.954 3.372
H -6.878 -4.240 2.323
H -5.642 -3.064 1.841
C -4.295 -1.058 -6.007
C -3.292 -0.943 -4.904
C -1.955 -0.618 -5.172
C -1.118 -0.438 -4.098
N -1.556 -0.626 -2.844
C -2.846 -1.000 -2.680
S -3.297 -1.287 -1.049
N -3.730 -1.131 -3.669
H -3.852 -1.499 -6.900
H -4.652 -0.061 -6.273
H -5.145 -1.649 -5.680
H -1.600 -0.477 -6.183
H -0.084 -0.144 -4.200
Cl 4.387 0.843 -2.438
C 3.426 -0.462 -1.735
Cl 3.681 -1.959 -2.659
Cl 3.942 -0.721 -0.066
C 1.908 -0.114 -1.883
O 1.557 0.257 -2.984
O 1.183 -0.304 -0.850
*
```

Record 2
Density functional theory data (ωB97M-V/def2-TZVPD) for a single C10H14BrClI2O5S molecule at a distorted geometry.

Values from the calculation:
**E_LUMO**: 0.000 eV
**Frontier orbital gap**: 0.3589 Ha
**HOMO level**: -9.8 eV
**Molecular weight**: 615.45 g/mol
**Structure (SMILES)**: C[C@@H](I)C[C@@]1(CCCI)OS(=O)(=O)O[C@@]1(Cl)CC(=O)Br

```
! wB97M-V def2-TZVPD RIJCOSX def2/J DEFGRID3
* xyz 0 1
C 2.840 -1.741 0.260
C 1.396 -1.989 0.697
I 1.009 -1.231 2.674
C 0.330 -1.684 -0.374
C -0.184 -0.230 -0.588
C 0.921 0.796 -0.382
C 0.531 2.287 -0.396
C 1.641 3.050 0.332
I 1.091 5.131 0.420
O -0.397 -0.221 -2.073
S -1.722 -1.108 -2.322
O -1.441 -2.477 -2.585
O -2.556 -0.540 -3.314
O -2.332 -0.995 -0.791
C -1.634 0.102 -0.191
Cl -2.391 1.507 -1.121
C -1.969 0.424 1.262
C -2.870 -0.632 1.899
O -2.500 -1.667 2.372
Br -4.774 -0.161 1.898
H 3.157 -0.709 0.351
H 2.933 -2.133 -0.751
H 3.514 -2.328 0.878
H 1.346 -3.063 0.836
H -0.476 -2.389 -0.209
H 0.774 -1.980 -1.318
H 1.612 0.641 -1.211
H 1.503 0.631 0.517
H 0.391 2.675 -1.396
H -0.348 2.423 0.223
H 2.611 2.924 -0.129
H 1.640 2.729 1.366
H -1.099 0.623 1.877
H -2.548 1.335 1.287
*
```

Record 3
Density functional theory data (ωB97M-V/def2-TZVPD) for a single C4H8O2 molecule.

Values from the calculation:
**E_LUMO**: 1.049 eV
**Frontier orbital gap**: 0.4083 Ha
**HOMO level**: -10.1 eV
**Molecular weight**: 88.11 g/mol
**Structure (SMILES)**: OC[C@H]1CCO1

```
! wB97M-V def2-TZVPD RIJCOSX def2/J DEFGRID3
* xyz 0 1
O 1.410 -1.129 1.109
C 1.245 0.263 1.035
C -0.066 0.615 0.328
C -0.198 0.367 -1.182
C -1.350 -0.562 -0.784
O -1.070 -0.386 0.619
H 0.514 -1.470 1.267
H 1.259 0.727 2.034
H 2.093 0.670 0.471
H -0.415 1.608 0.639
H -0.467 1.240 -1.781
H 0.660 -0.142 -1.629
H -1.263 -1.609 -1.097
H -2.352 -0.192 -1.029
*
```

Record 4
Density functional theory data (ωB97M-V/def2-TZVPD) for C28H17N7O8S2SeW as an isolated structure at a distorted geometry.

Values from the calculation:
**E_LUMO (alpha / beta)**: -2.003 / -2.004 eV
**Frontier orbital gap (alpha / beta)**: 0.2370 / 0.2370 Ha
**HOMO level (alpha / beta)**: -8.5 / -8.5 eV
**Molecular weight**: 906.42 g/mol

```
! wB97M-V def2-TZVPD RIJCOSX def2/J DEFGRID3
* xyz 0 1
W 0.433 0.019 0.902
O 1.599 0.134 2.358
C 2.877 0.336 2.765
C 3.128 1.156 3.870
C 4.465 1.343 4.252
C 5.489 0.661 3.564
C 5.196 -0.164 2.559
C 3.863 -0.330 2.083
C 3.483 -1.145 0.978
N 2.329 -1.121 0.390
C 2.343 -1.906 -0.851
C 1.197 -1.441 -1.753
N 0.081 -1.295 -0.826
C -1.018 -1.903 -1.016
C -1.924 -2.206 0.016
C -3.177 -2.767 -0.274
C -4.029 -3.143 0.748
C -3.502 -3.143 2.103
C -2.234 -2.725 2.376
C -1.433 -2.242 1.323
O -0.239 -1.769 1.605
H 2.291 1.630 4.373
H 4.738 1.970 5.120
H 6.536 0.715 3.915
H 5.995 -0.731 2.157
H 4.356 -1.671 0.526
H 2.206 -2.920 -0.552
H 3.372 -1.877 -1.388
H 1.050 -2.091 -2.663
H 1.433 -0.427 -2.246
H -1.119 -2.312 -2.032
H -3.542 -2.763 -1.317
H -5.043 -3.469 0.550
H -4.227 -3.509 2.816
H -1.793 -2.771 3.389
S 1.931 1.356 -0.554
C 1.834 3.070 -0.265
C 2.613 3.846 -1.161
N 3.345 4.384 -1.857
C 1.249 3.537 0.818
S 0.286 2.462 1.813
C 1.450 4.871 1.315
N 1.811 5.854 1.793
O -2.705 2.147 0.587
C -2.192 1.385 -0.177
O -1.245 0.477 0.125
C -2.496 1.208 -1.635
C -1.416 0.957 -2.492
C -1.638 0.674 -3.853
C -2.899 0.700 -4.377
C -3.954 0.816 -3.477
C -3.801 1.140 -2.150
N -5.325 0.812 -4.040
O -6.178 1.306 -3.346
O -5.439 0.328 -5.132
N -0.543 0.456 -4.785
O -0.711 0.774 -5.915
O 0.492 -0.058 -4.374
H -0.390 0.955 -2.165
H -3.096 0.574 -5.428
H -4.698 1.316 -1.554
Se -1.199 0.452 3.060
C -0.385 -0.656 4.275
N 0.118 -1.266 5.131
*
```

In kJ/mol, the energy relative to the best compared isomer or geometry (same formula, charge and spin) values for the records above are, in order, 0.0, 0.0, 186.4, 102.6.
In eV, the electronic energy values for the records above are, in order, -357318.6591, -130434.3128, -8371.3499, -144958.5925.